Computed, not measured: C2H3ClF2N2 in the gas phase in a non-equilibrium geometry, with ωB97M-V with the def2-TZVPD basis set.

SMILES = N/N=C\C(F)(F)Cl
Gap between HOMO and LUMO = 10.3 eV
Highest occupied orbital energy = -0.3488 hartree

Cartesian coordinates (Å):
1 N -1.49 0.69 0.32
2 N -1.24 -0.19 -0.62
3 C -0.05 -0.62 -0.78
4 C 1.18 -0.23 0.05
5 F 2.26 -0.96 -0.27
6 F 1.01 -0.30 1.39
7 Cl 1.61 1.48 -0.28
8 H -2.47 0.92 0.39
9 H -1.04 0.62 1.24
10 H 0.22 -1.41 -1.43